[1]
The following is a DFT calculation (ωB97M-V/def2-TZVPD) of a molecular structure, CH3LaLiO in a non-equilibrium geometry.

Each line ends with the Mulliken spin population.
Cartesian coordinates (Å):
La  -3.8714  1.1289  -0.9666  1.79
O  0.3334  0.2156  0.2113  -0.14
C  1.0236  -0.8878  -0.0920  -0.83
Li  0.7982  1.8246  1.0462  0.04
H  0.4903  -1.7013  -0.5874  -0.02
H  -0.6755  0.4711  -0.1489  0.18
H  1.9013  -1.0511  0.5374  -0.02

Properties
**⟨S²⟩**: 1.752
**HOMO-LUMO gap (spin up / spin down)**: 0.2128 / 0.2079 hartree
**Molecular weight**: 176.9 g/mol
**LUMO (spin up / spin down)**: -8.5 / -8.7 eV
**2S+1**: 2
**Calculated total energy**: -4175.7176 eV
**Net charge**: +2
**HOMO (spin up / spin down)**: -14.2884 / -14.3927 eV



[2]
The following is a DFT calculation (ωB97M-V/def2-TZVPD) of a molecular structure, CH3LiOPb in a non-equilibrium geometry.

Each line ends with the Mulliken spin population.
Cartesian coordinates (Å):
Pb  -3.0112  3.1216  -0.2878  1.00
O  -0.1477  0.1584  -0.1043  0.00
C  0.6067  -0.8136  -0.0315  0.00
Li  0.0051  2.0206  -0.4237  0.01
H  0.3683  -1.6660  0.6265  0.00
H  -1.7558  1.6115  -0.1031  -0.01
H  1.6445  -0.7327  -0.3992  0.00

Properties
**⟨S²⟩**: 0.752
**HOMO-LUMO gap (spin up / spin down)**: 0.1947 / 0.3042 hartree
**Molecular weight**: 245.2 g/mol
**LUMO (spin up / spin down)**: -5.2 / -5.2 eV
**2S+1**: 2
**Calculated total energy**: -8577.0223 eV
**Net charge**: +1
**HOMO (spin up / spin down)**: -10.5072 / -13.4613 eV